Density functional theory data (ωB97M-V/def2-TZVPD) for a cluster of 2 separate species, C5H11NO in total.

The energy relative to the best compared isomer or geometry (same formula, charge and spin) is 213.9 kJ/mol. Its orbital gap is 9.18 eV. For the largest force on an atom, the calculation gives 2.1 eV Å⁻¹. Its total charge is 0.

Positions of all 18 atoms, in Å:
C -1.88040 1.31241 0.35914
C -0.17712 -1.76507 -0.93490
C -0.97171 -0.81595 -0.11346
N -1.03101 0.42477 -0.39237
H -1.60261 -1.25116 0.67222
H -2.50552 0.78808 1.09212
H -2.51741 1.85790 -0.33877
H -1.24710 2.03541 0.87734
H 0.48105 -2.34835 -0.29145
H -0.85159 -2.45872 -1.43790
H 0.41445 -1.23851 -1.67618
C 2.10878 0.59069 -0.08574
C 1.74509 0.13762 1.12235
O 1.35498 1.24068 -0.95852
H 0.28866 0.99257 -0.79421
H 3.13099 0.44354 -0.43348
H 0.78835 0.36987 1.55763
H 2.47210 -0.31579 1.77619

Density functional theory data (ωB97M-V/def2-TZVPD) for a cluster of 2 separate species, C4H7N in total.

The energy relative to the best compared isomer or geometry (same formula, charge and spin) is 300.1 kJ/mol. Its orbital gap is 10.08 eV. For the largest force on an atom, the calculation gives 3.4 eV Å⁻¹. Its total charge is 0.

Positions of all 12 atoms, in Å:
C -1.90491 0.61430 -0.54853
C 0.05984 -1.13209 -0.08877
C 0.85629 -0.19359 -0.61545
C 1.53477 0.85842 0.16389
N -2.59055 0.24780 0.29484
H -0.46156 -1.37509 0.90828
H -0.27589 -1.98872 -0.83558
H 0.87293 -0.32779 -1.63296
H 1.13403 0.79487 1.12554
H 1.39621 1.85696 -0.15388
H 2.60551 0.67587 0.40192
H -3.22669 -0.03093 0.98070

Density functional theory data (ωB97M-V/def2-TZVPD) for the molecule C4H6.

The energy relative to the best compared isomer or geometry (same formula, charge and spin) is 28.2 kJ/mol. Its orbital gap is 9.71 eV. For the largest force on an atom, the calculation gives 2.9 eV Å⁻¹. Its total charge is 0.

Positions of all 10 atoms, in Å:
C 1.82909 0.06910 -0.06839
C 0.56072 -0.35656 0.06357
C -0.60556 0.46729 0.09900
C -1.81893 -0.13794 -0.04843
H 2.76957 -0.55492 0.01545
H 2.06923 1.13057 -0.03422
H 0.37697 -1.42973 0.12689
H -0.46505 1.53508 -0.00223
H -1.97762 -1.17879 -0.09148
H -2.73842 0.45589 -0.06016

Density functional theory data (ωB97M-V/def2-TZVPD) for the molecule C4H7N3.

The energy relative to the best compared isomer or geometry (same formula, charge and spin) is 417.7 kJ/mol. Its orbital gap is 9.43 eV. For the largest force on an atom, the calculation gives 0.6 eV Å⁻¹. Its total charge is 0.

Positions of all 14 atoms, in Å:
C -2.28099 0.28705 -0.26267
C -0.95298 -0.26393 0.21636
N 0.04875 0.80445 0.18730
C 1.26510 0.65394 -0.23280
N 3.18688 -1.41352 0.24960
C 2.48370 0.58965 -0.49055
N 3.30312 -0.17607 0.33307
H -2.19715 0.59805 -1.30768
H -2.55618 1.16393 0.33482
H -3.07796 -0.45406 -0.16736
H -0.59165 -1.08451 -0.41115
H -1.02079 -0.64749 1.24300
H -0.11124 1.58386 0.81131
H 2.50139 -1.64134 -0.50324

Density functional theory data (ωB97M-V/def2-TZVPD) for the molecule C4H3ClN2.

The energy relative to the best compared isomer or geometry (same formula, charge and spin) is 94.4 kJ/mol. Its orbital gap is 9.91 eV. For the largest force on an atom, the calculation gives 1.4 eV Å⁻¹. Its total charge is 0.

Positions of all 10 atoms, in Å:
C 0.29263 -0.16393 -0.93554
C -0.97320 -0.05806 -0.39394
C -1.02844 0.18771 0.97964
C 1.38213 -0.02944 -0.07459
H -1.87706 -0.16111 -1.01804
H -2.00684 0.28395 1.53473
H 2.40040 -0.11591 -0.45061
N 0.03284 0.31334 1.76121
N 1.24483 0.20909 1.21952
Cl 0.53270 -0.46564 -2.62237

Density functional theory data (ωB97M-V/def2-TZVPD) for a structure of composition C35H23Cl3N7O4V.

The energy relative to the best compared isomer or geometry (same formula, charge and spin) is 44.5 kJ/mol. Its orbital gap (spin up / spin down) is 7.16 / 7.13 eV. Its spin multiplicity is 3. For the largest force on an atom, the calculation gives 0.7 eV Å⁻¹. Its total charge is 0.

Positions of all 73 atoms, in Å:
V 0.14476 0.03950 -0.12939
Cl 5.57667 -0.44200 3.75085
C 4.12672 0.17538 3.02267
C 3.78045 -0.28070 1.76115
C 2.61680 0.18698 1.16882
N 2.08480 -0.29017 -0.04565
C 2.75267 -0.98718 -0.97693
O 3.95463 -1.16745 -1.10069
C 1.78609 -1.66157 -1.94349
C 2.26404 -2.41275 -2.99974
C 1.35343 -3.10372 -3.78183
C 0.00584 -3.04485 -3.46337
C -0.39141 -2.26525 -2.39069
N 0.47646 -1.56552 -1.66126
C 1.81794 1.14108 1.81202
C 2.17642 1.58370 3.07297
C 3.32142 1.09269 3.68124
Cl 3.72347 1.66354 5.27207
N 0.65508 1.60552 1.09295
C 0.54993 2.96345 1.08009
O 1.37286 3.74199 1.54433
C -0.63969 3.60354 0.36943
C -0.63719 4.99258 0.26038
C -1.71238 5.60923 -0.34918
C -2.76005 4.83143 -0.82011
C -2.67263 3.45981 -0.65804
N -1.63614 2.85462 -0.08235
H 4.40453 -0.99834 1.25137
H 3.33248 -2.44930 -3.15605
H 1.69109 -3.70307 -4.61759
H -0.73324 -3.60360 -4.01938
H -1.42396 -2.22221 -2.06668
H 1.57821 2.31515 3.59234
H 0.19955 5.54611 0.65926
H -1.73762 6.68708 -0.44925
H -3.62588 5.27253 -1.29424
H -3.47458 2.81096 -0.99909
N -1.87857 0.55448 -2.66795
C -2.60274 0.19839 -1.52915
C -3.96535 -0.07193 -1.70419
C -4.72690 -0.33883 -0.59198
C -4.13186 -0.31959 0.66618
C -2.78076 -0.09154 0.73730
N -2.01617 0.14206 -0.34336
C -0.65015 1.17162 -2.84400
C -0.35964 1.68276 -4.11801
C 0.84042 2.31557 -4.31633
C 1.72534 2.47045 -3.24846
C 1.36559 1.94457 -2.03516
N 0.21393 1.25916 -1.84219
H -2.43012 0.52412 -3.51012
H -4.39897 -0.05073 -2.69468
H -5.78202 -0.55197 -0.69907
H -4.69199 -0.50748 1.56946
H -2.24549 -0.10478 1.67658
H -1.07914 1.57421 -4.91784
H 1.08876 2.70464 -5.29486
H 2.66796 2.98558 -3.34696
H 2.00278 2.04185 -1.16751
Cl 0.95000 -5.51402 6.20279
C 0.47209 -4.62367 4.78086
C 1.05710 -3.39513 4.52465
C 0.66773 -2.69439 3.39338
C -0.29068 -3.22125 2.53287
C -0.85899 -4.45904 2.80824
C -0.48255 -5.16761 3.93710
C -0.71206 -2.47463 1.29776
O -1.49749 -2.94657 0.49103
O -0.17279 -1.29660 1.20867
H 1.80353 -2.99791 5.19735
H 1.11232 -1.73375 3.16987
H -1.59765 -4.85684 2.12552
H -0.91705 -6.13042 4.16526

What did the first record say?
Density functional theory data (ωB97M-V/def2-TZVPD) for a cluster of 2 separate species, C5H11NO in total.

The energy relative to the best compared isomer or geometry (same formula, charge and spin) is 213.9 kJ/mol. Its orbital gap is 9.18 eV. For the largest force on an atom, the calculation gives 2.1 eV Å⁻¹. Its total charge is 0.

Positions of all 18 atoms, in Å:
C -1.88040 1.31241 0.35914
C -0.17712 -1.76507 -0.93490
C -0.97171 -0.81595 -0.11346
N -1.03101 0.42477 -0.39237
H -1.60261 -1.25116 0.67222
H -2.50552 0.78808 1.09212
H -2.51741 1.85790 -0.33877
H -1.24710 2.03541 0.87734
H 0.48105 -2.34835 -0.29145
H -0.85159 -2.45872 -1.43790
H 0.41445 -1.23851 -1.67618
C 2.10878 0.59069 -0.08574
C 1.74509 0.13762 1.12235
O 1.35498 1.24068 -0.95852
H 0.28866 0.99257 -0.79421
H 3.13099 0.44354 -0.43348
H 0.78835 0.36987 1.55763
H 2.47210 -0.31579 1.77619